--- 1 ---
{"formula": "CH4N2O3", "method": "ωB97M-V/def2-TZVPD", "homo_energy_ev": [-8.7, -9.3], "molar_mass_g_mol": 92.05, "homo_lumo_gap_ev": [7.0, 8.9], "symbols": ["C", "N", "N", "O", "O", "O", "H", "H", "H", "H"], "coordinates": [[-1.14, 1.09, -0.10], [1.13, -1.15, -0.08], [-1.45, -0.18, 0.02], [-0.67, -0.79, 0.88], [-2.37, -0.65, -0.60], [1.07, -0.27, -0.97], [-0.50, 1.64, 0.55], [-1.76, 1.62, -0.89], [1.18, -2.17, -0.29], [1.30, -0.88, 0.89]], "nbo_charge": [-0.12, -0.16, 0.37, -0.44, -0.45, -0.34, 0.20, 0.20, 0.37, 0.38]}

=====

--- 2 ---
{"formula": "CH4N2O3", "method": "ωB97M-V/def2-TZVPD", "homo_energy_ev": -10.6, "smiles": "[H]/N=N/OC(O)O", "molar_mass_g_mol": 92.05, "homo_lumo_gap_ev": 10.7, "symbols": ["C", "O", "O", "O", "H", "H", "N", "N", "H", "H"], "coordinates": [[-0.48, 0.52, -0.60], [0.57, -0.04, -1.36], [-1.63, 0.56, -1.42], [-0.71, -0.24, 0.55], [0.91, -0.73, -0.76], [-1.46, -0.15, -2.06], [0.37, 0.12, 1.47], [1.00, -0.87, 1.84], [1.64, -0.69, 2.63], [-0.20, 1.54, -0.29]], "nbo_charge": [0.59, -0.73, -0.69, -0.41, 0.48, 0.49, 0.12, -0.35, 0.36, 0.14]}

=====

Ordering by calculated energy gives the sequence 2, 1, with the first entry being the most stable.

=====

--- 1 ---
{"formula": "C3H7O2P", "method": "ωB97M-V/def2-TZVPD", "homo_energy_ev": -8.9, "molar_mass_g_mol": 106.06, "homo_lumo_gap_ev": 9.7, "symbols": ["C", "C", "C", "O", "O", "P", "H", "H", "H", "H", "H", "H", "H"], "coordinates": [[-0.55, -0.24, 0.60], [-1.64, 0.24, -0.25], [1.32, -0.86, -0.37], [-0.89, 1.14, 0.40], [-2.90, 0.03, 0.27], [2.24, 0.56, 0.31], [-0.58, -0.80, 1.53], [-1.73, 0.12, -1.35], [1.18, -0.72, -1.41], [1.61, -1.91, -0.05], [-2.86, 0.10, 1.24], [1.48, 1.47, -0.50], [3.32, 0.87, -0.43]], "nbo_charge": [0.08, 0.31, -0.71, -0.47, -0.70, 0.28, 0.20, 0.18, 0.20, 0.23, 0.47, -0.02, -0.05]}

=====

--- 2 ---
{"formula": "C3H7O2P", "method": "ωB97M-V/def2-TZVPD", "homo_energy_ev": -7.0, "smiles": "C=C[PH2]=C(O)O", "molar_mass_g_mol": 106.06, "homo_lumo_gap_ev": 7.6, "symbols": ["C", "C", "C", "O", "O", "P", "H", "H", "H", "H", "H", "H", "H"], "coordinates": [[-0.37, 2.02, -0.01], [-1.11, 1.03, 0.56], [0.99, -0.76, -0.13], [1.82, -0.58, 0.87], [1.32, -1.98, -0.74], [-0.88, -0.63, 0.03], [-0.20, 2.91, 0.58], [0.14, 1.82, -1.01], [-1.80, 1.21, 1.47], [2.43, -1.39, 0.98], [0.78, -2.13, -1.52], [-0.88, -0.39, -1.27], [-2.24, -1.15, 0.18]], "nbo_charge": [-0.36, -0.55, 0.25, -0.67, -0.74, 0.65, 0.21, 0.21, 0.24, 0.47, 0.49, -0.06, -0.12]}

=====

--- 3 ---
{"formula": "C3H7O2P", "method": "ωB97M-V/def2-TZVPD", "homo_energy_ev": [-7.5, -8.9], "molar_mass_g_mol": 106.06, "homo_lumo_gap_ev": [6.9, 8.8], "symbols": ["C", "C", "C", "O", "O", "P", "H", "H", "H", "H", "H", "H", "H"], "coordinates": [[-0.18, -1.54, 0.28], [-0.70, -0.12, 0.31], [-1.02, 0.61, -0.87], [0.70, -0.52, 0.70], [1.64, 2.22, 1.45], [1.90, 2.40, -0.14], [-0.43, -2.43, 0.96], [0.23, -1.94, -0.68], [-1.15, 0.00, 1.23], [-1.23, 1.73, -0.69], [-0.99, 0.10, -1.84], [1.82, 1.32, 1.70], [2.74, 1.41, -0.57]], "nbo_charge": [-0.10, -0.07, -0.31, -0.53, -0.96, 0.61, 0.19, 0.17, 0.21, 0.21, 0.20, 0.50, -0.11]}

=====

Ordering by calculated energy gives the sequence 2, 1, 3, with the first entry being the most stable.

=====

--- 1 ---
{"formula": "C33H36F6Ge2N5O7S2SiTi", "method": "ωB97M-V/def2-TZVPD", "homo_energy_ev": [-0.3, -0.3], "charge": -2, "s2": 0.7591, "molar_mass_g_mol": 1013.97, "spin_multiplicity": 2, "homo_lumo_gap_ev": [3.7, 3.7], "symbols": ["Ti", "O", "C", "N", "C", "O", "C", "C", "C", "C", "C", "N", "C", "C", "C", "C", "C", "N", "H", "H", "H", "H", "H", "H", "H", "H", "F", "C", "F", "F", "S", "O", "O", "N", "S", "O", "O", "C", "F", "F", "F", "C", "Si", "C", "C", "O", "H", "H", "H", "H", "H", "H", "H", "H", "H", "C", "Ge", "C", "C", "Ge", "C", "C", "C", "C", "C", "C", "C", "C", "C", "C", "C", "C", "H", "H", "H", "H", "H", "H", "H", "H", "H", "H", "H", "H", "H", "H", "H", "H", "H", "H", "H", "N", "C"], "coordinates": [[-1.31, 1.23, -1.16], [-4.90, 1.76, 0.84], [-3.96, 1.47, 0.13], [-2.65, 1.84, 0.24], [-2.23, 2.84, 1.09], [-2.89, 3.51, 1.85], [-0.72, 2.99, 1.00], [-0.07, 3.95, 1.76], [1.31, 4.00, 1.74], [1.99, 3.08, 0.96], [1.28, 2.18, 0.20], [-0.06, 2.13, 0.21], [-4.15, 0.54, -1.06], [-5.38, -0.05, -1.28], [-5.53, -0.92, -2.35], [-4.43, -1.16, -3.16], [-3.24, -0.51, -2.88], [-3.10, 0.33, -1.85], [-0.68, 4.62, 2.35], [1.84, 4.73, 2.33], [3.07, 3.08, 0.92], [1.77, 1.48, -0.46], [-6.18, 0.18, -0.60], [-6.47, -1.40, -2.56], [-4.49, -1.82, -4.01], [-2.36, -0.66, -3.49], [-3.99, 1.94, -4.27], [-4.24, 3.15, -3.69], [-5.15, 2.93, -2.73], [-4.84, 3.90, -4.65], [-2.11, 3.85, -3.33], [-1.94, 2.88, -2.14], [-2.36, 5.21, -2.87], [-0.50, 3.81, -3.98], [0.41, 3.35, -2.81], [0.55, 4.20, -1.66], [0.41, 1.89, -2.55], [2.08, 3.47, -3.59], [3.00, 3.09, -2.68], [2.41, 4.70, -3.99], [2.21, 2.65, -4.64], [2.35, -0.63, -2.49], [0.53, -1.07, -2.68], [0.38, -2.92, -2.42], [0.08, -0.68, -4.48], [-0.46, -0.32, -1.63], [2.97, -1.27, -3.13], [2.68, -0.76, -1.46], [2.51, 0.41, -2.78], [1.03, -3.48, -3.11], [-0.65, -3.26, -2.57], [0.66, -3.18, -1.40], [0.98, -0.67, -5.10], [-0.36, 0.31, -4.54], [-0.61, -1.41, -4.92], [4.70, -0.80, 1.13], [3.28, -2.18, 1.45], [4.00, -3.05, 3.10], [3.74, -3.57, 0.09], [0.58, -1.16, 1.30], [0.66, 0.04, 2.92], [-0.47, 0.64, 3.47], [-0.40, 1.46, 4.59], [0.83, 1.71, 5.19], [1.98, 1.14, 4.66], [1.89, 0.32, 3.54], [0.07, -2.87, 2.30], [0.47, -4.11, 1.79], [0.10, -5.31, 2.40], [-0.68, -5.28, 3.55], [-1.10, -4.06, 4.06], [-0.73, -2.88, 3.44], [5.52, -1.23, 0.55], [5.10, -0.45, 2.09], [4.32, 0.07, 0.59], [5.04, -3.35, 2.92], [3.41, -3.93, 3.36], [3.97, -2.36, 3.95], [4.83, -3.60, -0.03], [3.29, -3.34, -0.88], [3.39, -4.55, 0.42], [-1.44, 0.47, 3.02], [-1.30, 1.91, 4.98], [0.90, 2.36, 6.06], [2.94, 1.33, 5.11], [2.79, -0.12, 3.13], [1.09, -4.15, 0.90], [0.42, -6.25, 1.99], [-0.97, -6.21, 4.04], [-1.71, -4.03, 4.96], [-1.07, -1.94, 3.85], [-2.51, -1.28, 0.64], [-1.45, -0.88, 0.90]], "mulliken_charge": [-0.25, -0.70, 0.11, 0.96, -0.25, -0.71, 0.59, -0.69, -0.86, -1.20, 0.19, 1.73, 0.47, -0.83, -0.80, -0.75, -0.43, 1.23, 0.53, 0.44, 0.55, -0.07, 0.53, 0.40, 0.45, 0.23, -0.24, 0.14, -0.22, -0.26, 0.62, -0.16, -0.65, -0.81, 1.00, -0.66, -0.64, 0.38, -0.22, -0.25, -0.24, -0.47, 1.47, -0.66, -1.48, -0.51, 0.55, -0.33, 0.08, 0.38, 0.29, -0.19, 0.48, 0.29, 0.34, -1.32, 1.75, -1.52, -1.40, -0.17, 0.46, 0.04, -0.99, -0.63, -0.83, -0.28, -0.01, 0.08, -0.84, -0.41, -0.69, -0.09, 0.53, 0.41, 0.16, 0.45, 0.39, 0.37, 0.51, 0.26, 0.40, 0.52, 0.40, 0.33, 0.38, -0.19, 0.04, 0.38, 0.34, 0.39, 0.23, -0.78, 0.46]}

=====

--- 2 ---
{"formula": "C33H36F6Ge2N5O7S2SiTi", "method": "ωB97M-V/def2-TZVPD", "homo_energy_ev": [-0.4, -0.4], "charge": -2, "s2": 0.7528, "molar_mass_g_mol": 1013.97, "spin_multiplicity": 2, "homo_lumo_gap_ev": [4.3, 4.4], "symbols": ["Ti", "O", "C", "N", "C", "O", "C", "C", "C", "C", "C", "N", "C", "C", "C", "C", "C", "N", "H", "H", "H", "H", "H", "H", "H", "H", "F", "C", "F", "F", "S", "O", "O", "N", "S", "O", "O", "C", "F", "F", "F", "C", "Si", "C", "C", "O", "H", "H", "H", "H", "H", "H", "H", "H", "H", "C", "Ge", "C", "C", "Ge", "C", "C", "C", "C", "C", "C", "C", "C", "C", "C", "C", "C", "H", "H", "H", "H", "H", "H", "H", "H", "H", "H", "H", "H", "H", "H", "H", "H", "H", "H", "H", "N", "C"], "coordinates": [[1.29, 0.79, 1.17], [0.74, 2.43, 4.77], [0.74, 2.14, 3.60], [1.81, 1.83, 2.78], [3.14, 2.16, 2.85], [3.83, 2.42, 3.81], [3.67, 2.33, 1.41], [4.96, 2.73, 1.15], [5.30, 3.08, -0.15], [4.33, 3.02, -1.14], [3.07, 2.56, -0.80], [2.74, 2.23, 0.44], [-0.52, 2.23, 2.72], [-1.74, 2.56, 3.25], [-2.79, 2.84, 2.36], [-2.55, 2.86, 1.01], [-1.28, 2.50, 0.53], [-0.32, 2.14, 1.38], [5.66, 2.77, 1.97], [6.31, 3.39, -0.38], [4.54, 3.31, -2.16], [2.28, 2.46, -1.54], [-1.84, 2.62, 4.32], [-3.78, 3.06, 2.75], [-3.29, 3.14, 0.28], [-0.11, 1.97, -1.13], [-0.79, -1.77, 4.14], [0.41, -1.98, 3.57], [1.18, -0.92, 3.95], [0.94, -3.06, 4.20], [0.25, -2.17, 1.64], [0.00, -0.64, 1.68], [-0.73, -3.22, 1.91], [1.84, -2.74, 1.60], [3.15, -1.98, 1.72], [4.19, -2.62, 0.95], [3.06, -0.52, 1.54], [4.02, -2.17, 3.38], [4.21, -3.48, 3.60], [5.23, -1.60, 3.24], [3.47, -1.65, 4.46], [1.96, -2.72, -1.43], [2.47, -0.87, -1.65], [1.99, -0.41, -3.42], [4.33, -0.66, -1.62], [1.52, -0.07, -0.61], [2.13, -3.34, -2.31], [-0.03, -2.65, -2.04], [2.48, -3.17, -0.59], [2.20, -1.23, -4.11], [2.57, 0.45, -3.76], [0.94, -0.15, -3.50], [4.72, -1.05, -2.57], [4.81, -1.18, -0.80], [4.59, 0.39, -1.56], [-1.82, -1.32, -4.29], [-2.61, -2.17, -2.67], [-2.50, -4.13, -3.07], [-4.53, -1.74, -2.91], [-1.80, -1.03, -0.57], [-3.15, -1.83, 0.70], [-3.90, -2.99, 0.48], [-4.79, -3.48, 1.43], [-4.97, -2.80, 2.63], [-4.25, -1.64, 2.87], [-3.36, -1.17, 1.91], [-0.87, 2.74, -0.93], [-0.28, 4.14, -0.93], [-0.90, 5.19, -1.54], [-2.07, 5.08, -2.31], [-2.55, 3.76, -2.50], [-2.01, 2.65, -1.92], [-1.01, -1.92, -4.71], [-1.42, -0.33, -4.04], [-2.59, -1.18, -5.06], [-1.88, -4.30, -3.95], [-3.50, -4.52, -3.27], [-2.07, -4.69, -2.24], [-4.86, -2.08, -3.89], [-4.68, -0.66, -2.84], [-5.14, -2.21, -2.14], [-3.77, -3.55, -0.44], [-5.34, -4.39, 1.23], [-5.66, -3.18, 3.37], [-4.36, -1.12, 3.81], [-2.80, -0.26, 2.13], [0.61, 4.30, -0.33], [-0.45, 6.18, -1.43], [-2.52, 5.93, -2.80], [-3.39, 3.60, -3.18], [-2.42, 1.67, -2.12], [0.50, -2.71, -1.18], [-0.18, -2.21, -0.18]], "mulliken_charge": [-0.35, -0.72, -0.40, 0.82, -0.36, -0.71, 0.75, -0.72, -0.33, -0.98, -0.24, 1.04, 0.53, -0.54, -1.01, -0.56, -0.22, 1.35, 0.54, 0.41, 0.43, 0.43, 0.53, 0.41, 0.60, -1.50, -0.26, -0.01, -0.19, -0.32, 1.58, -0.63, -0.85, -0.89, 0.96, -0.73, -0.99, 0.41, -0.24, -0.22, -0.19, -0.94, 1.67, -1.26, -1.16, -0.21, 0.48, 0.14, 0.44, 0.38, 0.30, 0.11, 0.45, 0.21, 0.17, -1.35, 1.10, -1.50, -1.37, 0.12, -0.40, 0.19, -0.87, -0.43, -0.67, 0.26, 3.79, -0.97, -0.44, -1.10, -0.09, -1.57, 0.38, 0.24, 0.48, 0.45, 0.41, 0.35, 0.45, 0.34, 0.34, 0.21, 0.36, 0.32, 0.40, 0.01, 0.18, 0.32, 0.31, 0.35, 0.37, 0.20, -0.58]}

=====

Ordering by calculated energy gives the sequence 1, 2, with the first entry being the most stable.

=====

--- 1 ---
{"formula": "C3H8S2", "method": "ωB97M-V/def2-TZVPD", "homo_energy_ev": -9.2, "smiles": "C=CC.SS", "molar_mass_g_mol": 108.23, "homo_lumo_gap_ev": 9.3, "symbols": ["S", "S", "H", "H", "C", "C", "C", "H", "H", "H", "H", "H", "H"], "coordinates": [[1.24, 2.45, 2.68], [2.29, 1.18, 1.30], [0.94, 1.43, 3.46], [3.51, 1.76, 1.36], [-0.78, -0.12, -1.92], [-0.56, -1.24, -0.90], [-1.20, -1.26, 0.26], [-0.51, 0.83, -1.49], [-0.26, -0.36, -2.85], [-1.83, -0.15, -2.25], [0.18, -1.99, -1.13], [-1.11, -2.05, 0.99], [-1.93, -0.48, 0.48]], "nbo_charge": [-0.12, -0.14, 0.13, 0.13, -0.66, -0.17, -0.41, 0.23, 0.21, 0.22, 0.19, 0.20, 0.19]}

=====

--- 2 ---
{"formula": "C3H8S2", "method": "ωB97M-V/def2-TZVPD", "homo_energy_ev": -9.3, "molar_mass_g_mol": 108.23, "homo_lumo_gap_ev": 6.9, "symbols": ["C", "C", "C", "S", "S", "H", "H", "H", "H", "H", "H", "H", "H"], "coordinates": [[-0.74, 0.38, -0.70], [-1.00, -0.99, -1.35], [0.64, 0.33, 0.00], [0.69, -0.99, 1.23], [1.41, 0.88, 2.95], [-1.47, 0.49, 0.11], [-0.84, 1.31, -1.26], [-1.76, -1.44, -0.70], [-1.59, -0.95, -2.26], [-0.15, -1.66, -1.31], [0.94, 1.16, 0.64], [1.32, 0.07, -0.81], [2.54, 1.41, 3.46]], "nbo_charge": [-0.42, -0.64, -0.56, 0.20, -0.27, 0.20, 0.22, 0.22, 0.23, 0.21, 0.27, 0.21, 0.14]}

=====

Ordering by calculated energy gives the sequence 1, 2, with the first entry being the most stable.